This record from the OMol25 dataset describes a molecular structure, C12H11Cl4GeNO5OsSSi. The level of theory is the ωB97M-V functional and the def2-TZVPD basis.

Structure (XYZ):
```
37
Properties=species:S:1:pos:R:3:forces:R:3
Os 1.067459 0.578684 0.107053 -0.181 -0.353 -0.173
O -0.080038 3.103247 -1.403435 -0.045 0.228 -0.048
Cl -0.644955 1.830279 -1.572590 0.131 -0.069 -0.072
O -1.657931 1.733259 -2.520481 -0.098 -0.196 -0.069
O -1.047823 1.266429 -0.244156 0.003 0.105 0.195
O 0.500623 0.844387 -1.887529 0.136 0.231 0.079
Ge -2.340616 -1.682156 0.087721 0.063 0.048 0.022
C -2.958618 -1.290643 -1.679893 0.003 -0.068 0.114
C -2.395269 -1.918955 -2.791431 0.073 -0.007 0.004
C -2.899022 -1.663885 -4.057090 -0.040 0.018 -0.002
C -3.970975 -0.791984 -4.213293 0.019 0.010 0.038
C -4.537451 -0.169106 -3.109123 0.005 -0.035 -0.046
C -4.032155 -0.415898 -1.840826 -0.022 0.063 0.042
C -2.855228 -3.519182 0.617729 -0.064 0.041 -0.160
C -2.412109 -4.153670 1.745011 0.059 0.059 0.066
C -2.857995 -5.482584 2.065145 0.000 -0.075 0.056
C -3.752839 -6.182288 1.240222 0.002 -0.009 0.020
C -4.202787 -5.565284 0.109970 -0.036 -0.090 0.012
C -3.756655 -4.238227 -0.201768 0.042 0.114 -0.051
H -2.616381 -0.705915 1.220634 0.006 -0.015 -0.036
H -1.549435 -2.588795 -2.677689 -0.006 -0.007 -0.012
H -2.458028 -2.141316 -4.921643 0.005 0.001 0.001
H -4.361634 -0.593149 -5.202234 -0.003 -0.001 0.001
H -5.367783 0.511869 -3.236763 0.002 0.007 0.006
H -4.467997 0.091020 -0.986723 -0.008 -0.007 -0.006
H -1.717068 -3.679616 2.428751 -0.013 0.024 -0.017
H -2.490960 -5.949273 2.971504 0.004 0.008 0.000
H -4.067425 -7.179948 1.511898 -0.021 -0.005 -0.032
H -4.894289 -6.053496 -0.564071 -0.003 -0.013 0.012
H -4.129345 -3.774130 -1.110408 -0.007 -0.014 0.007
Cl 4.421297 -1.225279 0.548127 0.006 0.016 0.033
Si 3.315962 0.170616 -0.330696 -0.002 0.017 0.015
Cl 4.350654 1.241794 -1.635508 -0.017 -0.040 -0.042
Cl -0.111023 -1.920770 0.028696 0.029 0.078 0.015
O -0.591501 -0.492072 3.211924 0.062 -0.018 0.049
S 0.730887 0.088989 3.291422 -0.063 0.026 -0.157
N 1.328809 0.529953 1.963132 -0.023 -0.073 0.138
```
Positions in Å, forces in eV/Å.

Computed properties:
Frontier orbital gap (spin up / spin down) = 7.76 / 4.30 eV
Charge = +2
Expectation value of S² = 6.06
LUMO energy (spin up / spin down) = -7.056 / -10.512 eV
Energy relative to the best compared isomer or geometry (same formula, charge and spin) = 0.6109 eV
Spin multiplicity = 5
F_max = 0.43 eV/Å